Entry from the OMol25 dataset: a structure of composition C25H52B2F4N4O13P3TeTi in a non-equilibrium geometry (ωB97M-V/def2-TZVPD).

CARTESIAN COORDINATES (ANGSTROEM)
Ti 0.00 0.55 0.08
C -0.84 -1.62 3.95
C -0.86 -0.80 2.71
N -0.34 -1.12 1.59
O 0.44 -2.21 1.56
B 0.41 -2.98 0.27
F 1.44 -3.85 0.28
F -0.86 -3.51 0.10
O 0.66 -2.00 -0.89
N -0.35 -1.12 -1.00
C -1.41 -1.35 -1.67
C -1.66 -2.55 -2.50
C -2.40 -0.23 -1.52
N -1.94 0.73 -0.80
O -2.67 1.86 -0.76
B -3.05 2.30 0.64
F -3.59 3.53 0.53
F -3.85 1.31 1.19
O -1.80 2.44 1.47
N -1.18 1.23 1.64
C -1.51 0.53 2.67
C -2.44 0.97 3.74
C -3.76 -0.23 -2.11
H -1.86 -1.88 4.24
H -0.41 -1.05 4.77
H -0.28 -2.54 3.80
H -0.76 -3.15 -2.59
H -2.02 -2.24 -3.48
H -2.44 -3.16 -2.03
H -2.75 2.00 3.59
H -1.96 0.85 4.71
H -3.33 0.33 3.72
H -3.94 -1.11 -2.71
H -3.91 0.68 -2.69
H -4.48 -0.19 -1.29
C 3.56 -0.48 -5.51
C 2.85 -0.58 -4.19
C 1.58 -1.40 -4.23
O 2.49 0.83 -3.82
P 2.51 1.30 -2.33
O 1.69 0.49 -1.38
C 1.88 3.01 -2.41
P 0.16 2.98 -1.91
O 0.19 2.39 -0.50
O -0.52 2.02 -2.94
C -0.92 2.51 -4.30
C -2.39 2.84 -4.29
C -0.54 1.42 -5.26
O -0.58 4.31 -2.06
C -0.47 5.61 -1.32
C -0.15 5.37 0.13
C 0.51 6.48 -2.06
O 3.99 1.31 -1.84
C 5.17 1.55 -2.71
C 5.63 2.98 -2.54
C 6.20 0.52 -2.32
H 3.80 -1.49 -5.86
H 4.49 0.08 -5.45
H 2.92 -0.01 -6.26
H 3.52 -0.95 -3.42
H 0.97 -1.13 -5.08
H 1.02 -1.28 -3.31
H 1.85 -2.45 -4.32
H 1.97 3.40 -3.42
H 2.46 3.62 -1.72
H -0.34 3.41 -4.50
H -2.99 1.93 -4.35
H -2.63 3.45 -5.16
H -2.68 3.39 -3.39
H -1.10 0.50 -5.04
H 0.53 1.20 -5.24
H -0.81 1.74 -6.27
H -1.48 5.99 -1.43
H 0.86 4.97 0.26
H -0.87 4.68 0.60
H -0.20 6.33 0.64
H 1.52 6.07 -1.99
H 0.52 7.47 -1.61
H 0.24 6.59 -3.11
H 4.84 1.39 -3.74
H 5.99 3.16 -1.53
H 4.84 3.70 -2.77
H 6.46 3.18 -3.22
H 6.48 0.64 -1.27
H 7.09 0.65 -2.93
H 5.82 -0.49 -2.46
C 0.33 4.63 3.71
C 1.53 3.74 3.59
O 1.25 2.75 2.54
P 2.23 1.58 2.20
O 1.53 0.59 1.26
Te 4.22 2.51 1.20
O 2.51 0.90 3.56
C 2.96 -0.50 3.73
C 4.23 -0.83 3.01
H 0.38 5.17 4.66
H -0.59 4.04 3.70
H 0.28 5.36 2.91
H 1.74 3.19 4.50
H 2.42 4.29 3.28
H 2.13 -1.12 3.38
H 3.06 -0.60 4.81
H 4.11 -0.82 1.93
H 4.53 -1.84 3.30
H 5.04 -0.15 3.29

## Properties
⟨S²⟩ ... 0.75
Multiplicity ... 2
Molar mass ... 982.7 g mol⁻¹
HOMO energy (alpha / beta) ... -14.507 / -14.198 eV
HOMO-LUMO gap (alpha / beta) ... 7.50 / 6.32 eV
Net charge ... +2